The following is a DFT calculation (the ωB97M-V functional and the def2-TZVPD basis) of a 2-piece molecular cluster, C25H9BF9N4O4 overall.

## Properties
energy above the lowest of the compared OMol25 structures with the same formula, charge and spin: 98.5 kJ/mol
Kohn-Sham gap: 4.794 eV
total charge: -1
total energy: -65348.466 eV
multiplicity: 1
HOMO level: -5.30 eV

Element x y z (Å)
N: -3.9538 2.2063 -1.3511
C: -2.9657 2.8178 -1.3697
C: -1.7731 3.5481 -1.4069
C: -0.5568 2.8938 -1.4925
C: 0.5958 3.6698 -1.5421
N: 1.9509 3.4174 -1.6537
O: 2.4097 2.2528 -1.7471
O: 2.7010 4.5346 -1.6588
N: 1.8387 5.5296 -1.5638
C: 0.5755 5.0572 -1.4927
C: -0.6719 5.7253 -1.3861
N: -0.7588 7.1672 -1.3090
O: 0.2793 7.8400 -1.3411
O: -1.8811 7.6801 -1.2075
C: -1.8098 4.9605 -1.3508
H: -0.4995 1.8155 -1.5099
H: -2.7653 5.4537 -1.2647
F: 2.3109 -5.2660 -3.4369
C: 1.7539 -4.3773 -2.5864
C: 0.4728 -4.5778 -2.1119
C: -0.0785 -3.7099 -1.1888
F: -1.3462 -3.9061 -0.7715
C: 0.6610 -2.6329 -0.7279
B: 0.1589 -1.5967 0.3684
C: -1.2861 -1.8878 0.9261
C: -2.2982 -1.1899 0.2979
F: -1.9767 -0.2610 -0.6318
C: -3.6108 -1.4639 0.6316
C: -3.9089 -2.4277 1.5785
F: -5.1930 -2.7403 1.8511
C: -2.8855 -3.0994 2.2169
C: -1.5708 -2.8288 1.8980
F: -0.5733 -3.4686 2.5395
C: 1.1857 -1.3403 1.5385
C: 1.1336 -0.0575 2.0493
F: 0.2772 0.8390 1.5122
C: 1.9716 0.2932 3.0887
C: 2.8630 -0.6266 3.6077
F: 3.6608 -0.2880 4.6421
C: 2.9120 -1.9036 3.0842
C: 2.0679 -2.2711 2.0560
F: 2.1140 -3.5240 1.5578
H: 0.0708 -0.5535 -0.2151
C: 1.9318 -2.4087 -1.2282
F: 2.6314 -1.3289 -0.8206
C: 2.4719 -3.2801 -2.1537
H: -0.1007 -5.4212 -2.4548
H: -4.4039 -0.9482 0.1203
H: -3.1114 -3.8658 2.9368
H: 1.9128 1.2825 3.5079
H: 3.5992 -2.6255 3.4887
H: 3.4678 -3.1071 -2.5228

Forces on the atoms, in the same order (eV/Å):
N 1.325 0.959 -0.037
C -2.555 -1.664 0.072
C 2.037 0.187 -0.074
C -0.287 -0.943 -0.003
C 1.714 1.428 -0.076
N -0.942 -5.958 -0.144
O 0.249 2.474 0.089
O -1.388 -1.726 0.005
N -1.972 3.318 0.279
C 2.305 1.256 -0.101
C -0.483 -0.373 0.009
N -0.118 2.256 0.155
O -1.193 -1.439 -0.014
O 1.003 -0.882 -0.131
C 0.319 0.977 0.055
H -0.004 -0.211 0.044
H -0.033 0.129 -0.008
F -0.010 0.039 -0.128
C -0.564 0.738 1.007
C -0.512 -0.949 -0.461
C 1.587 0.598 -0.579
F 0.214 -0.369 -0.251
C -0.551 0.569 1.050
B 0.184 0.319 -0.600
C 1.086 0.257 -0.315
C -0.207 -1.154 1.440
F -1.033 -0.168 0.058
C -0.993 0.653 -0.680
C 1.297 0.257 -0.489
F -0.055 0.078 0.055
C -0.253 -0.835 0.780
C -1.129 1.219 -0.668
F -0.281 -0.136 -0.142
C -0.756 -0.331 -0.840
C 1.216 -1.282 0.578
F 0.294 0.228 0.631
C -0.072 1.202 0.517
C -0.884 -0.359 -0.952
F 0.085 0.049 0.033
C 0.767 -0.764 0.502
C -0.224 1.615 0.431
F 0.142 0.249 0.272
H 0.365 0.078 -0.229
C -0.946 -1.262 -0.719
F 0.056 -0.402 -0.290
C 1.170 0.247 -0.372
H -0.110 -0.253 -0.122
H -0.322 0.148 -0.072
H -0.139 -0.171 0.250
H 0.098 0.278 0.159
H 0.227 -0.151 0.173
H 0.275 -0.021 -0.147